No. 1
C18H54O9 | the ωB97M-V functional and the def2-TZVPD basis

Frontier orbital gap ... 10.291 eV
Energy relative to the best compared isomer or geometry (same formula, charge and spin) ... 6.093 eV
Energy ... -1395.14291 Ha
Charge ... 0
SMILES ... CCO.CCO.CCO.CCO.CCO.CCO.CCO.CCO.CCO

Each line ends with the Löwdin charge.
CARTESIAN COORDINATES (ANGSTROEM)
C 1.45186 0.84958 4.50048  -0.082
C 2.63320 1.80606 4.17803  -0.260
O 3.01290 1.66617 2.75318  -0.106
H 0.44225 1.10904 4.18195  0.070
H 1.44802 0.57883 5.55631  0.065
H 1.73147 -0.09284 4.02957  0.059
H 3.51056 1.66663 4.80960  0.103
H 2.40855 2.84484 4.42005  0.094
H 2.22398 1.74952 2.21257  0.057
C -5.71555 -1.19498 0.15362  -0.075
C -6.36613 0.06510 0.78847  -0.304
O -7.19445 0.75802 -0.18028  -0.091
H -5.09853 -1.68854 0.90448  0.065
H -5.11312 -0.89398 -0.70345  0.068
H -6.48665 -1.88786 -0.18314  0.070
H -5.70502 0.68889 1.39007  0.098
H -7.02601 -0.21135 1.61080  0.095
H -7.74930 1.40391 0.26308  0.073
C 3.35807 -3.62670 3.06341  -0.109
C 4.57297 -2.72892 3.09637  -0.336
O 4.68806 -1.91462 1.95815  -0.064
H 3.51105 -4.38210 2.29266  0.067
H 2.39868 -3.18986 2.78621  0.067
H 3.20894 -4.18388 3.98830  0.072
H 5.35247 -3.49079 3.10212  0.110
H 4.47410 -2.10791 3.98669  0.110
H 4.39258 -1.03216 2.19382  0.072
C -0.61559 -0.31415 0.29088  -0.088
C -0.84300 1.01429 -0.36537  -0.341
O 0.01731 1.94599 0.22601  -0.089
H 0.45832 -0.48898 0.22559  0.078
H -1.15520 -1.13635 -0.17912  0.070
H -0.95082 -0.43588 1.32089  0.073
H -1.82176 1.38061 -0.05563  0.113
H -0.56478 1.03751 -1.41901  0.118
H -0.16295 2.69257 -0.34995  0.070
C 1.02850 -5.53848 -2.44133  -0.101
C 1.73740 -6.79408 -2.06540  -0.346
O 2.34065 -7.45727 -3.14850  -0.077
H 0.19837 -5.76516 -3.11036  0.075
H 1.69253 -4.81989 -2.92174  0.072
H 0.62127 -5.04022 -1.56155  0.074
H 0.94536 -7.48310 -1.77209  0.110
H 2.51724 -6.57381 -1.33641  0.114
H 1.80692 -8.22463 -3.36734  0.079
C 1.59979 5.35831 -2.78414  -0.088
C 0.23233 6.02605 -2.81273  -0.365
O -0.60220 5.11881 -2.20065  -0.067
H 2.28787 5.95896 -3.37901  0.066
H 1.47112 4.44045 -3.35779  0.075
H 2.04853 5.40259 -1.79179  0.077
H 0.03822 6.49969 -3.77507  0.118
H 0.27108 6.83472 -2.08290  0.102
H -1.23734 4.89749 -2.88565  0.090
C 1.43186 7.75736 2.00927  -0.095
C 0.48895 8.93438 2.20712  -0.337
O 1.35424 9.99900 2.37085  -0.086
H 0.96189 6.80794 1.75269  0.065
H 1.90718 7.56809 2.97174  0.074
H 2.18327 7.95272 1.24420  0.072
H -0.25556 8.83013 2.99639  0.116
H -0.01566 9.13757 1.26257  0.103
H 1.66880 10.31154 1.51940  0.089
C 0.62091 0.20279 -5.96128  -0.083
C 1.66694 -0.86446 -5.60437  -0.344
O 1.66971 -1.75959 -6.66660  -0.073
H -0.42343 -0.10404 -5.90353  0.072
H 0.72604 0.58218 -6.97770  0.071
H 0.90145 1.09530 -5.40198  0.061
H 1.50505 -1.39635 -4.66683  0.109
H 2.64616 -0.39151 -5.52997  0.106
H 2.15161 -2.47877 -6.25171  0.081
C -4.53249 -5.92038 1.92552  -0.094
C -3.24684 -5.80963 1.09124  -0.304
O -2.07616 -5.73990 1.93489  -0.086
H -4.73678 -6.98669 2.02225  0.067
H -5.34948 -5.37155 1.45710  0.065
H -4.46887 -5.44794 2.90575  0.073
H -3.28352 -4.82819 0.61844  0.098
H -3.25083 -6.56280 0.30331  0.106
H -1.96839 -6.61347 2.31812  0.074

Forces on the atoms, in the same order (eV/Å):
1.455 -0.500 0.275
-1.004 0.139 -1.198
0.294 0.102 1.797
0.278 0.434 -0.113
-0.211 0.380 0.201
-0.211 -0.127 -0.261
0.120 -0.845 -0.411
-0.465 0.222 -0.403
-0.285 0.095 0.015
-0.520 1.303 0.387
-1.233 -0.628 0.378
1.088 -0.384 0.103
0.084 0.010 -0.087
0.096 -0.111 0.051
-0.001 0.086 0.007
0.797 0.503 -0.962
-0.377 -0.763 -0.040
0.085 -0.023 0.166
-0.921 -0.841 -0.768
-1.180 -0.517 0.312
0.223 0.088 -0.360
0.069 -0.146 -0.108
0.080 0.566 0.220
0.173 0.142 0.203
0.819 0.794 0.371
0.738 -0.104 0.245
-0.059 0.124 -0.122
0.258 -0.975 -0.270
-0.563 -0.388 1.207
0.980 1.018 0.287
0.014 -0.418 0.182
0.156 0.060 -0.568
0.199 0.785 0.196
-0.698 -0.274 -1.116
-0.893 -0.560 -0.298
0.626 0.817 0.426
-0.214 0.873 -0.423
-0.616 -0.519 0.016
0.667 -0.121 -0.983
0.004 0.118 -0.117
0.051 -0.036 -0.132
-0.038 -0.093 0.134
0.220 0.053 1.274
-0.227 -0.363 0.336
0.148 0.103 -0.095
0.349 1.508 -1.516
2.927 1.455 1.907
-2.468 -1.075 -0.801
0.200 0.135 -0.218
0.499 -0.502 0.790
-0.349 -1.023 0.018
-0.808 -0.704 -0.205
0.134 0.665 -0.276
-0.491 -0.543 0.357
-0.652 -1.277 0.727
0.542 -0.954 -2.296
0.597 2.299 1.437
-0.329 -0.008 -0.147
0.394 0.094 -0.098
-0.051 0.229 0.111
0.381 0.137 0.193
-0.773 -0.408 0.005
-0.109 -0.122 0.057
0.774 0.520 0.296
-0.840 1.653 -0.512
0.450 -1.411 -0.085
0.142 -0.009 0.577
0.428 -0.564 -0.310
-0.775 0.073 0.570
-0.441 0.237 0.245
0.172 0.263 0.118
0.089 -0.766 -0.883
0.254 -0.255 -0.236
-0.432 1.753 1.035
-0.507 -0.617 -0.860
-0.576 0.123 0.308
-0.164 -0.459 -0.364
0.500 -0.177 0.046
0.277 -0.070 -0.259
0.478 -0.195 0.133
0.173 -0.087 0.185

=====

No. 2
C18H54O9 | the ωB97M-V functional and the def2-TZVPD basis

Frontier orbital gap ... 10.056 eV
Energy relative to the best compared isomer or geometry (same formula, charge and spin) ... 3.436 eV
Energy ... -1395.24055 Ha
Charge ... 0
SMILES ... CCO.CCO.CCO.CCO.CCO.CCO.CCO.CCO.CCO

Each line ends with the Löwdin charge.
CARTESIAN COORDINATES (ANGSTROEM)
C 1.84751 2.60970 4.10578  -0.080
C 2.11507 2.95239 2.62909  -0.278
O 2.46666 1.75808 1.88930  -0.115
H 1.32303 3.46071 4.54031  0.072
H 2.74936 2.33023 4.65044  0.068
H 1.26261 1.69027 4.08056  0.053
H 2.89605 3.69714 2.47575  0.107
H 1.20410 3.32298 2.15908  0.097
H 1.68984 1.21365 1.74187  0.019
C -0.08754 -4.39029 0.91914  -0.062
C 1.19399 -3.64801 1.36158  -0.306
O 0.88697 -2.72770 2.36174  -0.096
H -0.33854 -5.05222 1.74797  0.074
H 0.17824 -5.08119 0.11907  0.064
H -0.94282 -3.81014 0.57271  0.068
H 1.65148 -3.06490 0.56233  0.093
H 2.02049 -4.28236 1.68189  0.115
H 1.63311 -2.75361 2.96523  0.027
C -3.92018 -0.41177 -0.41100  -0.088
C -5.29768 -1.03026 -0.66947  -0.287
O -5.90797 -0.21761 -1.69104  -0.100
H -3.38029 -0.92013 0.38786  0.065
H -3.95554 0.62283 -0.06977  0.070
H -3.27800 -0.48294 -1.28886  0.063
H -5.94937 -1.11611 0.20003  0.108
H -5.29297 -2.05973 -1.02763  0.100
H -5.30661 -0.15859 -2.43702  0.073
C -4.26724 3.95174 -0.93903  -0.094
C -4.78149 5.22816 -0.28305  -0.361
O -5.84546 5.76741 -0.96750  -0.053
H -3.89394 4.20292 -1.93184  0.071
H -5.03250 3.17733 -0.99143  0.071
H -3.35796 3.55344 -0.48885  0.059
H -3.94009 5.91445 -0.18733  0.115
H -5.07522 4.87997 0.70720  0.106
H -6.60118 5.18302 -0.87280  0.091
C -0.88040 2.04015 -4.23060  -0.088
C -0.22647 0.76288 -3.87253  -0.344
O -1.16366 -0.17155 -3.31162  -0.080
H -1.54395 1.88626 -5.08155  0.079
H -0.13587 2.77838 -4.52859  0.083
H -1.43577 2.41397 -3.37041  0.068
H 0.57418 1.00438 -3.17343  0.095
H 0.27214 0.31932 -4.73435  0.102
H -0.65225 -0.92543 -3.00877  0.022
C 3.46404 0.87803 -1.37397  -0.079
C 3.88827 -0.32440 -0.57269  -0.345
O 4.70300 -1.14755 -1.32861  -0.070
H 4.34276 1.45709 -1.65796  0.081
H 2.84735 1.58235 -0.81565  0.058
H 2.84616 0.66467 -2.24621  0.049
H 3.03107 -0.88067 -0.19340  0.098
H 4.51939 -0.01244 0.25946  0.114
H 4.32830 -2.02289 -1.45102  0.076
C 1.73855 -2.18015 -3.49269  -0.056
C 0.86815 -3.24466 -2.80981  -0.315
O -0.14847 -2.65458 -2.05809  -0.081
H 2.07399 -1.39863 -2.81093  0.057
H 1.18359 -1.75137 -4.32712  0.068
H 2.60551 -2.68217 -3.92220  0.083
H 1.44831 -3.84271 -2.10706  0.099
H 0.59296 -3.96449 -3.58066  0.115
H -0.80066 -3.33565 -1.87812  0.094
C 2.07356 -0.99887 4.81390  -0.062
C 3.37954 -1.76110 4.58309  -0.283
O 3.14187 -2.93995 3.85425  -0.092
H 1.23808 -1.55372 5.24076  0.088
H 1.77819 -0.57741 3.85305  0.055
H 2.26533 -0.20092 5.53126  0.075
H 3.90952 -2.09503 5.47511  0.112
H 4.12679 -1.16775 4.05616  0.116
H 3.68640 -3.63733 4.22674  0.104
C -0.55701 1.53584 -0.12346  -0.059
C -0.15513 0.06084 0.18819  -0.244
O 0.22649 -0.08783 1.59306  -0.103
H -1.17853 1.93247 0.67935  0.070
H -1.16148 1.65852 -1.02216  0.052
H 0.27149 2.24403 -0.13589  0.061
H 0.56538 -0.41065 -0.48014  0.089
H -1.04846 -0.54119 0.02202  0.081
H 0.43219 -1.01679 1.72080  0.031

Forces on the atoms, in the same order (eV/Å):
0.201 -0.010 -1.101
-0.316 -1.412 -0.294
1.037 0.942 0.260
-0.017 -0.278 0.448
0.147 0.421 -0.012
-0.501 0.300 0.255
0.114 -0.180 0.062
-0.170 0.387 0.222
-0.552 -0.258 0.210
1.443 -0.889 0.249
-0.452 0.455 -1.276
-0.699 0.381 0.609
-0.537 0.200 0.070
0.051 -0.004 -0.276
0.285 0.380 0.395
-0.178 -0.090 -0.740
-0.374 -0.643 0.150
0.280 0.126 0.517
0.165 -0.833 0.826
0.439 0.669 -0.987
-0.815 -0.182 0.599
-0.001 -0.314 0.101
-0.397 0.075 -0.296
-0.101 0.114 -0.189
-0.054 0.804 0.025
0.657 -0.194 -0.133
0.156 -0.095 0.038
0.751 0.305 -0.830
1.154 -2.117 0.926
-0.773 1.020 -0.654
-0.448 -0.109 -0.404
0.045 -0.025 -0.067
-0.186 -0.084 0.643
-0.401 0.413 -0.100
-0.094 0.577 0.521
-0.033 -0.025 -0.045
-0.617 0.353 -0.445
0.530 -0.771 0.425
0.281 0.857 -0.361
-0.256 0.171 0.105
0.028 0.017 0.069
-0.105 0.136 -0.114
0.103 -0.254 0.447
-0.044 -0.062 -0.265
-0.072 -0.416 0.280
-0.391 0.947 0.048
-0.481 0.618 0.690
1.075 -1.322 -1.319
0.050 -0.161 -0.316
0.046 -0.156 0.535
0.325 -0.398 -0.231
-0.177 0.069 0.225
-0.433 0.265 0.357
-0.075 0.148 0.051
-0.429 -0.647 0.132
1.965 -0.205 -0.116
-0.984 0.383 -0.297
-0.057 -0.031 0.007
0.017 0.208 0.076
0.117 0.087 0.046
0.553 -0.040 0.051
-0.831 0.107 -0.093
-0.233 0.098 0.178
0.739 0.223 0.065
0.279 0.115 0.891
-0.173 -0.968 -0.726
0.263 -0.492 -0.178
-0.208 0.176 0.151
0.055 0.262 -0.230
-0.360 0.445 0.607
-0.269 0.411 -0.222
-0.144 -0.080 -0.225
0.422 -0.345 0.713
-1.119 0.451 0.539
-0.101 1.138 -1.474
-0.196 -0.380 0.270
0.283 -0.382 -0.196
0.345 -0.239 -0.315
0.505 0.532 -0.039
-0.229 -0.042 0.084
0.173 -0.655 0.399